23
Properties=species:S:1:pos:R:3:forces:R:3 method="wB97M-V/def2-TZVPD" gap_ev="5.163 / 6.481" homo_ev="-17.067 / -21.999" largest_force_ev_per_a=7.81 e_tot_ev=-24054.6256 charge=+3 multiplicity=5 de_lowest_kcal_mol=21.6 lumo_ev="-11.904 / -15.519"
Os 0.2736 0.4245 -2.2320 -0.895 -2.113 -0.438
O 1.2597 -2.4720 -1.6448 -0.520 2.286 -0.580
O 1.0996 0.2682 -5.1929 -1.012 0.236 4.684
O 2.7900 1.7787 -1.1664 -3.623 -1.993 -1.632
O -2.1695 -5.1046 -1.0885 2.168 5.454 -1.181
O -1.4048 3.0428 -2.6134 2.337 -3.688 0.501
N -0.6151 0.4070 -0.2828 -0.457 0.455 2.325
N -0.1477 0.5654 2.1248 0.597 0.393 2.114
C -0.7923 2.0722 -2.4687 -3.148 5.342 -0.875
C -1.2259 1.1830 2.9091 -0.329 -0.334 0.581
C -1.7398 -4.0589 -1.3122 -0.780 -2.606 0.486
C 1.8264 1.2662 -1.5731 6.216 3.764 2.865
C 0.8419 -1.4076 -1.8508 0.603 -3.662 0.812
C 0.7886 0.3291 -4.0744 1.159 -0.281 -7.589
C -0.2447 0.5041 0.8382 -0.980 -0.473 -2.023
C 1.0573 0.0944 2.8316 0.100 0.055 0.390
H 0.8817 0.2238 3.9020 0.149 -0.045 -0.244
H -1.0016 1.0166 3.9638 -0.103 0.072 -0.171
H 1.9390 0.6739 2.5220 -0.136 0.000 -0.091
H -2.1908 0.7264 2.6521 0.094 0.085 -0.149
H 1.2395 -0.9658 2.6049 -0.102 0.158 -0.123
H -1.1787 -2.8299 -1.5604 -1.472 -3.042 0.564
H -1.2866 2.2629 2.7119 0.132 -0.061 -0.226

=====

181
Properties=species:S:1:pos:R:3:forces:R:3 method="wB97M-V/def2-TZVPD" gap_ev=8.950 homo_ev=-8.608 largest_force_ev_per_a=2.01 e_tot_ev=-84000.9166 de_lowest_kcal_mol=4.6 lumo_ev=0.342
O -2.7275 -2.5288 -3.1350 0.301 0.268 0.262
O -5.8938 -3.0233 0.6148 -0.010 -0.526 0.343
O -2.4935 -7.7871 0.4746 0.108 0.018 -0.294
O -3.1839 1.3416 6.0235 0.139 0.031 0.292
O 4.1058 4.3828 2.7024 -0.456 -0.015 0.399
O 0.1152 -0.3160 1.0194 0.181 -0.455 0.258
O -2.7998 3.9213 4.8677 -0.107 -0.279 -0.608
O 2.6033 2.0957 -2.2780 0.648 0.130 -0.328
O 4.3286 -1.9216 1.5129 0.153 0.716 0.194
O 1.9581 -2.9556 -2.4382 0.127 0.336 -0.030
O -2.8973 5.3417 -2.9804 -0.439 0.105 0.232
O -4.7848 3.2486 -3.3501 -0.734 -0.321 0.010
O 2.5375 -0.6434 5.1423 0.293 -0.045 0.609
N 0.0949 5.1594 -0.8312 -0.381 -0.028 0.765
N -2.8106 -3.0078 -6.7790 1.012 0.071 -0.798
N -4.1568 -5.5297 1.1241 -0.268 0.163 0.716
N 1.4016 2.7604 0.8281 -0.010 0.330 0.005
N 2.2423 4.9169 -2.7007 -0.543 -0.352 0.862
N 7.9772 -1.3687 1.7138 0.086 0.730 -0.652
N 1.1758 -1.9217 3.0830 -0.475 0.000 0.115
N 3.9831 -2.9354 -5.5353 -0.702 0.699 -0.536
C 5.6348 -1.6483 1.0802 0.937 -1.189 -0.336
C 3.6456 -0.5836 6.0417 -0.681 -0.281 -0.527
C -3.9991 2.1670 -2.9293 1.948 -0.029 -0.511
C -2.2484 4.4617 -0.2486 0.144 -0.582 -0.248
C -2.1168 3.5825 3.6620 0.129 -0.526 0.141
C 4.7584 -2.0940 -3.4131 0.882 0.371 0.453
C -1.3664 -1.4644 -5.4651 -0.773 0.491 -0.196
C -2.2165 -2.7340 -5.4842 0.455 -0.370 1.845
C -3.6207 -1.9895 -2.1880 -1.289 -0.293 -0.654
C 0.6648 -2.5749 -1.9907 -0.188 -1.266 -0.467
C -1.6077 -8.8268 0.8155 0.540 -0.146 -0.475
C -2.8742 1.8872 -3.9242 0.476 0.485 -0.387
C 1.6838 2.5561 -3.2475 -0.806 -0.593 0.474
C -0.8298 2.7922 3.9245 -0.804 0.186 0.195
C -4.2281 0.0851 4.3341 0.800 -0.202 -1.115
C 2.1846 3.1245 2.0237 -0.104 -0.834 -0.137
C 2.7614 1.8278 2.6022 0.467 0.341 0.349
C -5.3014 -0.7427 0.8135 -1.247 0.426 0.001
C -1.2920 -0.2419 1.0280 -0.137 1.035 -0.519
C 2.2713 -2.5861 -3.7559 0.406 0.305 -0.213
C -1.7280 0.3895 -0.2911 -0.477 0.004 -0.304
C -3.3066 6.2043 -4.0200 -0.186 -0.294 -0.448
C -2.8676 -5.3781 0.4579 -0.624 -0.467 -0.153
C 5.1026 5.3346 2.4361 0.175 -0.378 -0.448
C 0.5469 -1.6014 4.3691 0.295 -0.591 0.382
C 1.5884 -1.6252 5.4935 -0.600 0.830 -0.383
C -3.3084 -2.6261 -4.4140 -0.580 0.138 -0.550
C 2.2867 0.8545 -1.7005 -0.052 -0.181 0.302
C 3.7175 -2.9643 -4.0889 0.493 -0.378 -0.532
C 6.5969 -1.2917 2.1941 -0.354 0.154 1.853
C -1.6884 5.7332 -2.3826 0.821 0.246 -0.083
C -4.1876 0.3668 5.8115 -0.369 -0.371 -0.478
C -1.9189 -6.5318 0.7827 -0.617 0.378 0.800
C 3.4795 -2.3302 0.4577 -0.181 0.128 0.460
C 3.2560 4.1088 1.6074 0.847 0.228 -0.245
C 1.9924 3.9481 -3.7649 1.243 0.093 -0.291
C -5.9371 -1.9337 1.5380 0.566 0.256 -0.596
C -0.5649 -2.6315 4.6304 0.033 1.433 0.223
C 3.2663 3.9708 -4.6317 -0.539 -1.259 -0.194
C 6.2842 0.0019 2.9558 0.011 0.776 -0.319
C -1.2020 4.7182 -1.3345 -0.402 0.458 -0.121
C -2.2483 -4.0768 0.9078 0.627 0.976 -0.174
H -1.0864 -2.4096 5.5647 0.190 -0.068 0.145
H 0.5518 -3.0962 -1.0410 -0.027 0.572 0.308
H -3.4689 2.3641 -1.9897 -0.537 0.035 0.348
H -1.5708 -3.5332 -5.0887 0.015 -0.234 -0.346
H 4.9106 -1.1251 -3.9000 -0.592 0.104 -0.017
H -5.7759 -0.7414 -0.1726 0.440 0.014 -0.243
H -1.3369 -8.8364 1.8755 -0.093 0.171 0.087
H 1.3940 0.8991 -1.0672 -0.152 0.062 -0.092
H -1.3143 -2.4683 3.8567 0.052 -0.708 -0.213
H -2.5523 6.1728 -4.8119 -0.100 0.230 -0.134
H 1.5274 3.5884 2.7626 0.057 0.097 -0.109
H 0.7047 2.5854 -2.7456 -0.188 0.029 -0.165
H 1.6072 -3.0243 -4.5120 -0.203 -0.408 0.237
H -1.2601 -1.1218 -4.4361 0.062 -0.071 0.018
H -3.9751 -0.9885 -2.4638 0.547 0.279 0.054
H 3.8446 -1.9847 -5.8825 0.354 0.066 0.162
H -2.8108 0.5436 -0.2996 -0.036 -0.314 -0.119
H 1.9879 1.0943 2.8351 -0.193 0.193 -0.013
H 4.0465 3.5096 -4.0229 0.371 0.498 -0.080
H -6.5358 -2.8520 -0.0803 0.013 0.019 -0.002
H -1.9246 3.6138 0.3617 0.102 0.121 0.144
H -2.0043 -9.8069 0.5558 -0.471 0.192 0.005
H -1.9525 4.4889 3.0803 0.182 0.151 0.235
H 3.4070 -1.5814 -0.3359 0.021 0.040 0.027
H 2.9896 4.5048 -2.1385 0.315 0.192 -0.358
H -3.9421 -0.5625 6.3361 -0.133 0.117 0.153
H -2.9273 1.3271 6.9509 0.012 0.168 -0.034
H 8.0986 -0.6838 0.9654 -0.146 -0.248 -0.212
H 1.4874 4.9135 -1.9836 0.105 0.376 -0.971
H -5.1758 0.7233 6.1250 0.162 0.028 0.245
H 7.1464 0.2801 3.5675 0.083 -0.007 -0.085
H -0.9097 5.8529 -3.1494 0.042 -0.225 -0.033
H 8.5996 -0.9760 2.4143 -0.106 -0.349 0.284
H -4.2561 5.8232 -4.4000 0.114 -0.144 -0.125
H 0.0033 5.9818 -0.2405 -0.127 0.082 -0.135
H -1.9393 -0.6988 -5.9989 0.181 0.148 -0.016
H 2.1360 0.0252 -2.3994 0.109 0.261 -0.335
H -4.5375 1.2226 -2.8620 -0.702 0.407 0.262
H -1.3464 1.3781 -0.5620 0.488 0.029 0.677
H -2.3886 5.3238 0.4039 -0.075 0.091 -0.091
H 3.4195 1.3677 1.8594 0.104 -0.009 0.029
H -3.2918 1.5746 -4.8827 0.192 -0.418 0.064
H 5.7731 -2.5002 -3.4508 -0.212 -0.498 -0.198
H 3.1677 3.3059 -5.4977 -0.132 0.027 -0.012
H 0.3802 -1.0328 1.6368 0.026 0.137 -0.102
H -3.9956 -3.4808 -4.4766 0.226 -0.301 0.102
H -4.2201 -0.8117 0.7312 -0.047 -0.135 -0.019
H 1.6042 1.8363 -4.0737 0.080 -0.039 -0.054
H -0.9841 3.7762 -1.8460 -0.266 -0.061 -0.163
H -3.1931 4.1514 -0.6991 -0.110 0.290 0.061
H -0.3665 -1.5166 -5.8967 -0.088 -0.366 -0.173
H 3.5030 4.9572 -5.0167 0.127 0.117 0.376
H 4.2532 -1.4760 5.8737 0.427 0.199 0.032
H -0.9398 -6.3359 0.3322 -0.030 -0.354 -0.455
H -2.9514 -3.9996 -6.9496 -0.303 -0.041 0.502
H 0.4799 -1.5008 -1.9488 0.275 0.065 0.215
H 1.6129 -2.8250 3.2386 0.318 0.061 -0.554
H -4.6358 -6.4119 1.0073 0.488 -0.225 -0.257
H 3.3356 -0.5917 7.0902 -0.173 0.143 0.018
H 3.2371 -3.4241 -6.0288 0.197 -0.370 0.146
H -4.1912 3.9960 -3.4986 0.099 -0.202 0.336
H -1.7424 -6.5319 1.8665 -0.007 0.236 0.142
H -2.7243 2.9353 3.0161 -0.321 0.121 0.043
H 1.8840 -1.2299 2.8518 0.368 -0.265 0.350
H 5.5934 5.5596 3.3797 -0.104 0.229 -0.012
H -0.1009 -3.0321 -2.6293 -0.038 0.213 -0.210
H -4.8002 -4.8081 0.8179 0.115 0.086 0.111
H 3.9341 -4.0102 -3.8571 -0.437 0.021 0.600
H -0.3928 2.5538 2.9528 0.393 0.048 0.244
H -1.9583 -4.0465 1.9601 -0.174 -0.316 0.061
H -4.5586 -2.5623 -2.2268 0.082 -0.289 0.383
H -1.0991 1.8643 4.4332 -0.032 -0.124 -0.133
H -4.1465 0.9845 3.7164 -0.545 0.273 0.314
H 2.1672 -1.5022 -3.9141 -0.005 0.142 0.172
H -2.1150 1.2163 -3.5124 -0.384 -0.552 -0.160
H 2.0284 -2.6228 5.6110 0.131 -0.057 -0.061
H 5.8602 4.9227 1.7556 0.012 -0.035 -0.026
H -3.0639 -5.3181 -0.6195 0.554 -0.143 -0.217
H -5.3470 -2.2079 2.4118 -0.079 -0.266 -0.049
H 2.0725 2.3607 0.1733 -0.173 0.205 -0.097
H 1.0912 -1.3350 6.4268 0.085 -0.157 0.200
H -2.0425 -2.8182 -7.4246 -0.425 0.266 -0.297
H 5.4494 -0.0270 3.6580 -0.203 -0.435 -0.261
H 6.0373 -2.5862 0.6711 0.077 0.071 -0.279
H -1.6386 0.3772 1.8675 -0.019 0.007 0.056
H 6.5259 -2.0355 2.9961 -0.136 -0.468 -0.400
H 5.7064 -0.9103 0.2689 -0.384 0.254 0.068
H 6.0776 0.8365 2.2770 0.109 0.029 -0.027
H 4.5878 -1.9249 -2.3482 -0.392 0.013 -0.083
H -3.2324 -2.0057 -1.1757 0.329 -0.074 -0.142
H 1.1445 4.1810 -4.4171 -0.140 0.493 0.318
H -0.1372 -3.6297 4.7015 -0.271 -0.159 -0.346
H -6.9727 -1.7789 1.8490 0.076 0.321 0.049
H 2.5143 -2.4330 0.9499 -0.197 -0.171 -0.424
H 3.3315 2.0073 3.5158 0.059 -0.040 -0.053
H 4.6943 6.2230 1.9435 -0.036 0.163 0.268
H 0.8201 1.9655 1.0855 -0.086 -0.006 -0.099
H -5.5924 0.2399 1.1945 0.253 -0.101 0.469
H -1.4285 -0.2486 -1.1250 -0.218 -0.171 0.018
H -3.2328 3.0979 5.1484 0.253 0.278 0.285
H -0.1856 3.3215 4.6262 0.325 0.147 -0.396
H -2.9009 -3.2157 0.7401 -0.362 -0.259 0.056
H 3.1239 0.5817 -1.0572 0.050 0.029 0.004
H -0.6929 -8.7215 0.2200 0.176 0.012 0.164
H -3.5258 7.2402 -3.7438 0.416 -0.008 0.455
H -1.3519 -3.8105 0.3359 0.064 -0.318 -0.057
H 3.7874 -3.2800 0.0112 0.079 -0.034 0.038
H 2.8584 5.0403 1.1842 -0.380 0.034 0.256
H -1.7957 6.7455 -1.9676 -0.104 -0.107 0.391
H -3.3354 -0.4503 3.9896 0.003 -0.273 0.380
H -1.7718 -1.2199 1.1356 0.156 -0.116 -0.053
H 0.4435 4.4247 -0.2097 0.128 -0.038 0.001
H 4.1442 0.3533 5.8115 0.352 -0.159 0.072
H -3.9749 -1.7792 -4.6296 0.301 0.348 0.043
H 3.8799 3.7127 0.7900 -0.129 -0.400 -0.061
H -2.2641 2.7686 -4.1566 -0.364 0.331 0.196
H -5.0835 -0.5034 4.0057 -0.146 0.128 0.212
H 0.1651 -0.5789 4.3181 -0.199 -0.058 -0.019

=====

What did the first record say?
23
Properties=species:S:1:pos:R:3:forces:R:3 method="wB97M-V/def2-TZVPD" gap_ev="5.163 / 6.481" homo_ev="-17.067 / -21.999" largest_force_ev_per_a=7.81 e_tot_ev=-24054.6256 charge=+3 multiplicity=5 de_lowest_kcal_mol=21.6 lumo_ev="-11.904 / -15.519"
Os 0.2736 0.4245 -2.2320 -0.895 -2.113 -0.438
O 1.2597 -2.4720 -1.6448 -0.520 2.286 -0.580
O 1.0996 0.2682 -5.1929 -1.012 0.236 4.684
O 2.7900 1.7787 -1.1664 -3.623 -1.993 -1.632
O -2.1695 -5.1046 -1.0885 2.168 5.454 -1.181
O -1.4048 3.0428 -2.6134 2.337 -3.688 0.501
N -0.6151 0.4070 -0.2828 -0.457 0.455 2.325
N -0.1477 0.5654 2.1248 0.597 0.393 2.114
C -0.7923 2.0722 -2.4687 -3.148 5.342 -0.875
C -1.2259 1.1830 2.9091 -0.329 -0.334 0.581
C -1.7398 -4.0589 -1.3122 -0.780 -2.606 0.486
C 1.8264 1.2662 -1.5731 6.216 3.764 2.865
C 0.8419 -1.4076 -1.8508 0.603 -3.662 0.812
C 0.7886 0.3291 -4.0744 1.159 -0.281 -7.589
C -0.2447 0.5041 0.8382 -0.980 -0.473 -2.023
C 1.0573 0.0944 2.8316 0.100 0.055 0.390
H 0.8817 0.2238 3.9020 0.149 -0.045 -0.244
H -1.0016 1.0166 3.9638 -0.103 0.072 -0.171
H 1.9390 0.6739 2.5220 -0.136 0.000 -0.091
H -2.1908 0.7264 2.6521 0.094 0.085 -0.149
H 1.2395 -0.9658 2.6049 -0.102 0.158 -0.123
H -1.1787 -2.8299 -1.5604 -1.472 -3.042 0.564
H -1.2866 2.2629 2.7119 0.132 -0.061 -0.226